Entry 1:
A structure of composition C18H14Cl5IMgN2 at a distorted geometry, computed with wB97M-V/def2-TZVPD.

Positions of all 41 atoms, in Å:
I (-1.49, 2.27, 3.33)
Cl (2.78, -0.93, 4.30)
Cl (0.22, -2.41, 5.37)
Cl (-2.37, -2.42, 3.58)
Cl (-2.63, -0.38, 1.26)
Cl (2.66, 0.62, 1.60)
Mg (1.20, 1.73, -0.11)
N (0.84, -1.09, -0.55)
N (-0.83, 1.17, -0.98)
C (-0.22, -2.30, -2.32)
C (1.84, -1.98, -0.59)
C (0.85, 3.41, 0.97)
C (0.75, -3.30, -2.25)
C (-1.12, -0.02, -1.57)
C (-0.16, -1.18, -1.45)
C (1.29, -0.78, 3.49)
C (1.16, 0.05, 2.36)
C (2.42, 1.03, -1.66)
C (-0.07, 0.34, 1.85)
C (-1.05, -1.41, 3.19)
C (-3.30, 0.83, -2.26)
C (-1.16, -0.47, 2.13)
C (1.83, -3.14, -1.38)
C (-3.03, 2.01, -1.57)
C (-1.76, 2.14, -0.98)
C (0.14, -1.48, 3.94)
C (-2.32, -0.15, -2.32)
H (2.66, -3.83, -1.31)
H (-0.15, 3.86, 0.91)
H (-2.46, -1.05, -2.93)
H (-4.27, 0.67, -2.74)
H (1.33, 3.59, 1.92)
H (1.50, 3.73, 0.16)
H (3.14, 0.23, -1.49)
H (0.67, -4.20, -2.87)
H (2.75, -1.74, -0.03)
H (2.71, 2.02, -1.33)
H (-1.50, 3.08, -0.48)
H (1.95, 0.96, -2.65)
H (-1.01, -2.33, -3.07)
H (-3.76, 2.82, -1.47)

The value obtained for the energy relative to the best compared isomer or geometry (same formula, charge and spin) is 22.7 kcal per mole. The calculation puts the orbital gap (alpha / beta) at 5.235 / 2.869 eV. The HOMO energy (alpha / beta) is -7.7 / -6.4 eV. The spin multiplicity is 1.


Entry 2:
An isolated molecule of C3H2Cl2O at a distorted geometry, computed with wB97M-V/def2-TZVPD.

Positions of all 8 atoms, in Å:
Cl (-2.71, 0.48, -0.08)
Cl (2.57, 0.80, -0.06)
O (1.33, -1.47, -0.03)
C (-1.17, -0.21, -0.11)
C (1.18, -0.29, 0.04)
C (-0.05, 0.45, 0.18)
H (-1.13, -1.25, -0.41)
H (-0.02, 1.49, 0.47)

The value obtained for the energy relative to the best compared isomer or geometry (same formula, charge and spin) is 0.0 kcal per mole. The calculation puts the orbital gap at 10.106 eV. The HOMO energy is -10.5 eV. Its structure (SMILES) is O=C(Cl)/C=C/Cl. The spin multiplicity is 1.


Entry 3:
A structure of composition C31H34N5OPS3V, computed with wB97M-V/def2-TZVPD.

Positions of all 76 atoms, in Å:
V (-0.30, -0.49, 1.88)
S (-1.89, 2.47, 0.10)
S (-2.80, -0.64, 2.20)
S (-0.73, -0.27, -0.67)
P (1.02, 0.74, -1.33)
O (0.87, 1.99, 2.94)
N (-5.24, 2.15, -1.28)
N (-3.59, -1.89, -1.96)
N (0.14, 1.02, 2.39)
N (-0.39, -1.31, 3.88)
N (-0.62, -2.69, 1.47)
C (-2.00, 0.98, -0.76)
C (-0.40, 3.86, -1.72)
C (-2.78, -0.60, 4.03)
C (-1.39, -0.53, 4.66)
C (0.66, 4.13, 1.78)
C (-0.36, -0.84, -3.89)
C (3.68, -2.06, -2.23)
C (3.70, -2.89, -1.11)
C (3.04, -2.51, 0.05)
C (-0.17, -3.45, 2.66)
C (-3.41, -0.79, -1.66)
C (-3.10, -2.40, 1.82)
C (1.01, 1.18, -3.06)
C (2.93, -0.91, -2.18)
C (1.37, 2.03, -5.66)
C (2.22, -0.54, -1.02)
C (1.99, 2.73, -4.63)
C (-0.23, 3.18, -0.36)
C (-1.98, -3.03, 1.00)
C (1.78, -0.95, 1.50)
C (-0.63, -2.77, 3.95)
C (-3.20, 0.57, -1.25)
C (-0.11, 4.24, 0.71)
C (1.52, 2.93, 1.99)
C (0.93, 2.19, -0.28)
C (1.80, 2.19, 0.73)
C (-4.33, 1.45, -1.28)
C (1.80, 2.30, -3.33)
C (0.60, 0.91, -5.39)
C (2.31, -1.32, 0.16)
C (0.42, 0.44, -4.09)
H (2.64, 1.51, 0.72)
H (2.89, -0.28, -3.07)
H (-1.69, -2.93, 4.10)
H (0.15, 0.37, -6.21)
H (-3.27, -2.92, 2.77)
H (-1.04, 0.50, 4.68)
H (-2.13, -4.12, 0.99)
H (1.49, 2.36, -6.69)
H (0.02, -2.94, 0.72)
H (0.69, 4.91, 2.53)
H (2.61, 3.58, -4.84)
H (-4.03, -2.46, 1.26)
H (0.14, -1.51, -3.19)
H (4.25, -3.81, -1.13)
H (-0.45, -1.36, -4.84)
H (4.22, -2.32, -3.12)
H (3.13, -3.14, 0.93)
H (2.04, -1.76, 2.19)
H (2.44, 3.19, 2.52)
H (-0.73, 5.12, 0.57)
H (-1.45, -0.90, 5.69)
H (-3.35, 0.28, 4.32)
H (2.28, 2.84, -2.52)
H (-0.66, 3.16, -2.51)
H (-2.06, -2.69, -0.03)
H (0.52, 4.38, -2.00)
H (-0.53, -4.48, 2.64)
H (-1.37, -0.65, -3.52)
H (0.53, -1.11, 4.28)
H (-0.12, -3.22, 4.80)
H (0.92, -3.48, 2.64)
H (2.34, -0.09, 1.87)
H (-3.36, -1.46, 4.36)
H (-1.20, 4.60, -1.65)

The value obtained for the energy relative to the best compared isomer or geometry (same formula, charge and spin) is 40.6 kcal per mole. The calculation puts the orbital gap (alpha / beta) at 7.416 / 7.337 eV. The HOMO energy (alpha / beta) is -14.0 / -13.9 eV. The net charge is +2. The spin multiplicity is 2.


Entry 4:
The ion C3H4NO4S with charge -1 at a distorted geometry, computed with wB97M-V/def2-TZVPD.

Positions of all 13 atoms, in Å:
S (-1.21, -0.26, -1.93)
O (-1.49, -1.66, -1.56)
O (-0.10, -0.08, -2.83)
O (-2.39, 0.58, -2.22)
O (0.39, -0.89, 2.74)
N (-0.35, -0.44, 0.56)
C (-0.57, 0.42, -0.35)
C (0.63, -0.24, 1.69)
C (1.60, 0.67, 1.31)
H (2.33, 0.70, 2.23)
H (-0.14, 1.48, -0.35)
H (1.97, 1.08, 0.48)
H (-0.66, -1.36, 0.24)

The calculation puts the orbital gap (alpha / beta) at 5.770 / 6.258 eV. The HOMO energy (alpha / beta) is -2.3 / -5.3 eV. The net charge is -1. The spin multiplicity is 3.


Entry 5:
An isolated molecule of C25H33N3O7S at a distorted geometry, computed with wB97M-V/def2-TZVPD.

Positions of all 69 atoms, in Å:
S (-1.11, 0.35, -3.22)
O (4.60, -0.83, 1.88)
O (-3.79, -3.14, -2.62)
O (-1.66, 1.19, -4.24)
O (-0.69, -1.59, 1.41)
O (2.20, -0.88, 2.85)
O (2.10, 1.32, 3.24)
O (0.25, -0.10, -3.35)
N (-1.78, 2.97, 2.11)
N (-2.06, -1.01, -3.14)
N (-0.20, 0.59, 1.82)
C (3.13, -0.52, -0.06)
C (2.70, 0.33, 2.89)
C (4.16, 0.36, 2.45)
C (-1.64, 2.36, 0.88)
C (-2.05, 2.21, 3.31)
C (3.00, -2.31, -1.66)
C (5.37, -3.32, 1.12)
C (4.02, -1.26, 0.70)
C (-4.20, -2.07, -3.43)
C (4.41, -2.54, 0.28)
C (-1.30, 1.16, -1.64)
C (-1.06, 2.47, 4.44)
C (-0.72, 0.60, -0.52)
C (-0.10, -0.74, 2.03)
C (-3.63, 4.68, 2.24)
C (-1.62, -2.10, -2.30)
C (-2.03, 2.33, -1.53)
C (-2.18, 2.92, -0.29)
C (0.83, -1.08, 3.21)
C (2.62, -1.04, -1.25)
C (-3.48, -0.78, -3.05)
C (-2.13, 4.38, 2.18)
C (-0.87, 1.18, 0.72)
C (3.88, -3.05, -0.89)
C (-2.40, -3.35, -2.71)
H (-3.99, -2.30, -4.49)
H (0.59, -0.46, 4.08)
H (-3.06, 2.45, 3.67)
H (-0.55, -2.23, -2.46)
H (-3.73, 0.03, -3.73)
H (0.30, 1.23, 2.43)
H (1.95, -0.46, -1.85)
H (0.73, -2.14, 3.44)
H (-2.06, 1.14, 3.06)
H (-4.16, 4.17, 1.44)
H (-5.28, -1.97, -3.29)
H (-1.18, 3.48, 4.83)
H (-3.76, -0.49, -2.02)
H (-1.82, -1.89, -1.24)
H (-0.03, 2.37, 4.11)
H (-0.10, -0.28, -0.63)
H (-2.17, -4.19, -2.04)
H (2.82, 0.47, 0.25)
H (5.54, -4.31, 0.70)
H (-3.78, 5.75, 2.14)
H (4.31, 1.23, 1.79)
H (6.32, -2.80, 1.19)
H (-4.05, 4.37, 3.19)
H (-2.13, -3.62, -3.75)
H (-1.24, 1.78, 5.25)
H (-1.65, 4.78, 3.08)
H (4.17, -4.04, -1.21)
H (2.60, -2.71, -2.58)
H (-2.46, 2.76, -2.41)
H (4.78, 0.50, 3.34)
H (4.99, -3.43, 2.13)
H (-2.75, 3.83, -0.23)
H (-1.68, 4.88, 1.32)

The value obtained for the energy relative to the best compared isomer or geometry (same formula, charge and spin) is 8.4 kcal per mole. The calculation puts the orbital gap at 8.707 eV. The HOMO energy is -8.1 eV. Its structure (SMILES) is CCN(CC)c1ccc(S(=O)(=O)N2CCOCC2)cc1NC(=O)COC(=O)COc1ccccc1C. The spin multiplicity is 1.


Entry 6:
A structure of composition C25H20BF4P2S2Tc at a distorted geometry, computed with wB97M-V/def2-TZVPD.

Positions of all 55 atoms, in Å:
Tc (0.23, -3.31, -0.01)
S (-0.26, -2.58, 2.20)
S (2.47, -2.66, -0.47)
P (-0.72, -0.85, 1.19)
P (1.56, -0.86, -0.89)
F (-1.23, -4.57, 0.12)
F (-2.49, -3.09, -1.45)
F (-3.48, -5.16, -1.16)
F (-3.59, -3.57, 0.52)
C (2.69, 0.09, -4.64)
C (2.16, 1.79, -0.59)
C (-2.48, -0.63, 1.02)
C (1.53, -0.55, -2.64)
C (3.97, 1.35, 1.49)
C (-5.20, -0.20, 0.82)
C (2.68, -0.05, -3.26)
C (2.81, 2.87, 0.01)
C (-3.04, -0.36, -0.22)
C (0.61, 2.87, 3.45)
C (3.32, 0.27, 0.91)
C (0.73, 0.49, 3.15)
C (0.41, -0.90, -3.39)
C (3.72, 2.64, 1.04)
C (-3.28, -0.69, 2.17)
C (1.09, 1.63, 3.85)
C (-0.24, 2.98, 2.35)
C (0.44, -0.75, -4.77)
C (-4.41, -0.14, -0.32)
C (-4.64, -0.48, 2.06)
C (2.42, 0.50, -0.13)
C (-0.02, -1.32, -0.33)
C (-0.62, 1.85, 1.66)
C (1.57, -0.25, -5.39)
C (-0.13, 0.60, 2.06)
B (-3.09, -3.99, -0.64)
H (1.59, -0.13, -6.47)
H (-1.31, 1.92, 0.83)
H (2.62, 3.87, -0.34)
H (1.75, 1.55, 4.71)
H (4.23, 3.48, 1.50)
H (3.55, 0.22, -2.68)
H (-5.27, -0.54, 2.94)
H (-0.61, 3.95, 2.05)
H (1.11, -0.48, 3.46)
H (-0.48, -1.29, -2.90)
H (-2.84, -0.91, 3.13)
H (3.51, -0.74, 1.26)
H (0.90, 3.76, 4.00)
H (1.47, 1.96, -1.40)
H (-0.44, -1.01, -5.36)
H (-4.85, 0.08, -1.28)
H (-6.27, -0.04, 0.74)
H (4.68, 1.19, 2.30)
H (3.58, 0.48, -5.13)
H (-2.41, -0.34, -1.11)

The value obtained for the energy relative to the best compared isomer or geometry (same formula, charge and spin) is 15.9 kcal per mole. The calculation puts the orbital gap (alpha / beta) at 7.044 / 7.499 eV. The HOMO energy (alpha / beta) is -11.7 / -12.1 eV. The net charge is +1. The spin multiplicity is 4.


Entry 7:
An isolated molecule of C5H8N2O at a distorted geometry, computed with wB97M-V/def2-TZVPD.

Positions of all 16 atoms, in Å:
O (0.96, 0.75, -0.60)
N (2.45, -0.86, 0.38)
N (-0.15, 0.66, 1.43)
C (1.99, -0.20, -0.57)
C (-0.24, 0.41, 0.03)
C (-0.46, -1.16, -0.21)
C (-0.80, -2.31, -0.23)
C (-1.37, 1.14, -0.70)
H (-1.20, 2.21, -0.63)
H (-1.01, 0.46, 1.92)
H (0.32, 1.52, 1.67)
H (-1.16, -3.30, -0.19)
H (-2.33, 0.89, -0.25)
H (2.56, -0.07, -1.48)
H (-1.37, 0.85, -1.75)
H (1.83, -1.00, 1.17)

The value obtained for the energy relative to the best compared isomer or geometry (same formula, charge and spin) is 75.7 kcal per mole. The calculation puts the orbital gap at 10.550 eV. The HOMO energy is -9.6 eV. Its structure (SMILES) is [H]/N=C\O[C@](C)(N)C#C. The spin multiplicity is 1.


Entry 8:
The ion C8H15O2 with charge +1 at a distorted geometry, computed with wB97M-V/def2-TZVPD.

Positions of all 25 atoms, in Å:
O (-1.35, 0.23, -0.68)
O (-0.67, -0.74, 1.09)
C (0.71, 0.55, -2.07)
C (-1.68, -0.45, 0.34)
C (-3.09, -0.75, 0.64)
C (1.16, -1.71, -0.11)
C (0.20, 2.08, -0.08)
C (1.54, 0.08, 1.49)
C (0.60, -0.39, 0.42)
C (0.07, 0.57, -0.68)
H (1.47, -1.62, -1.14)
H (1.02, 2.59, 0.05)
H (-0.36, 2.07, 0.87)
H (-0.36, 2.55, -0.83)
H (-3.10, -1.81, 0.64)
H (2.57, -0.26, 1.36)
H (2.12, -1.98, 0.42)
H (-3.23, -0.42, 1.61)
H (1.31, -0.44, 2.50)
H (1.78, 0.20, -1.95)
H (0.49, -2.62, 0.01)
H (0.25, -0.07, -2.78)
H (1.60, 1.20, 1.58)
H (0.77, 1.56, -2.66)
H (-3.81, -0.41, -0.03)

The value obtained for the energy relative to the best compared isomer or geometry (same formula, charge and spin) is 0.0 kcal per mole. The calculation puts the orbital gap at 11.405 eV. The HOMO energy is -15.1 eV. The net charge is +1. The spin multiplicity is 1.


| no. | electronic energy (Eh) |
| --- | --- |
| 1 | -3602.3685 |
| 2 | -1111.1266 |
| 3 | -4030.0146 |
| 4 | -870.5493 |
| 5 | -2061.5825 |
| 6 | -2948.8719 |
| 7 | -379.9675 |
| 8 | -464.0042 |